Formula: C35H45EuIN6O2PS2Te
Source: the OMol25 dataset
Level of theory: ωB97M-V/def2-TZVPD

multiplicity = 8
E_LUMO (spin up / spin down) = 2.181 / 2.174 eV
HOMO-LUMO gap (spin up / spin down) = 4.125 / 5.096 eV
E_tot = -4252.97226 Eh
⟨S²⟩ = 15.788
total charge = -1

Structure (XYZ):
```
94
C35H45EuIN6O2PS2Te | the OMol25 dataset | ωB97M-V/def2-TZVPD
Eu -0.60 0.11 0.54
C -0.06 3.10 -0.27
C 1.40 2.61 -0.28
C 1.84 2.18 1.08
C 3.04 2.60 1.63
C 3.39 2.15 2.90
C 2.54 1.28 3.57
C 1.37 0.90 2.94
N 1.00 1.34 1.71
N -1.12 2.10 -0.61
C -2.42 2.82 -0.38
C -2.79 2.68 1.06
C -3.78 3.44 1.67
C -4.03 3.24 3.02
C -3.30 2.27 3.71
C -2.35 1.55 3.01
N -2.07 1.74 1.70
C -0.99 1.83 -2.07
C -1.82 0.65 -2.34
C -2.01 0.03 -3.56
C -2.84 -1.08 -3.60
C -3.44 -1.53 -2.43
C -3.18 -0.84 -1.25
N -2.39 0.25 -1.19
H -0.12 3.93 -0.99
H -0.26 3.56 0.71
H 2.03 3.45 -0.61
H 1.58 1.80 -0.99
H 3.70 3.27 1.09
H 4.32 2.47 3.36
H 2.78 0.90 4.56
H 0.67 0.22 3.40
H -3.26 2.43 -0.97
H -2.35 3.88 -0.65
H -4.33 4.19 1.11
H -4.78 3.82 3.54
H -3.47 2.08 4.76
H -1.76 0.78 3.49
H 0.04 1.57 -2.35
H -1.30 2.69 -2.68
H -1.52 0.40 -4.46
H -3.02 -1.60 -4.54
H -4.09 -2.40 -2.42
H -3.61 -1.14 -0.31
C -0.31 -6.07 0.66
C -0.90 -4.90 1.43
O -2.05 -4.45 0.74
P -2.18 -2.87 0.36
S -2.14 -1.69 1.89
S -0.78 -2.25 -0.83
O -3.62 -2.89 -0.39
C -4.75 -3.40 0.30
C -5.89 -2.40 0.19
H 0.57 -6.47 1.18
H 0.00 -5.75 -0.34
H -1.04 -6.87 0.54
H -0.16 -4.11 1.55
H -1.22 -5.23 2.42
H -4.53 -3.59 1.36
H -5.03 -4.34 -0.16
H -5.60 -1.44 0.64
H -6.78 -2.77 0.69
H -6.12 -2.20 -0.86
C 7.19 0.05 -4.93
C 5.96 0.07 -4.08
C 5.02 -0.96 -4.17
C 3.87 -0.95 -3.36
C 2.88 -2.08 -3.49
C 3.66 0.11 -2.45
Te 1.89 0.11 -1.23
C 4.62 1.15 -2.36
C 4.48 2.32 -1.42
C 5.76 1.11 -3.18
H 7.22 -0.84 -5.60
H 8.10 0.04 -4.29
H 7.21 0.97 -5.57
H 5.18 -1.78 -4.86
H 3.19 -2.82 -4.25
H 1.89 -1.68 -3.80
H 2.78 -2.60 -2.52
H 3.56 2.30 -0.81
H 4.46 3.27 -2.01
H 5.35 2.35 -0.73
H 6.49 1.91 -3.11
I -0.98 1.82 6.72
C -0.73 0.70 5.07
C -0.44 -0.64 5.02
N -0.37 -0.95 3.69
N -0.60 0.11 2.88
C -0.82 1.11 3.73
H -0.27 -1.39 5.78
H -0.17 -1.84 3.26
H -1.04 2.10 3.34
H 0.61 -1.11 1.75
```

Results of the Mulliken charge analysis, in e, for atoms 1 through 4: atom 1 (Eu): -1.031, atom 2 (C): -1.873, atom 3 (C): -0.646, atom 4 (C): 1.310


Formula: C35H45N3O4PdS3
Source: the OMol25 dataset
Level of theory: ωB97M-V/def2-TZVPD

E_LUMO (spin up / spin down) = -8.274 / -8.267 eV
HOMO-LUMO gap (spin up / spin down) = 4.025 / 4.058 eV
E_tot = -3147.74059 Eh
total charge = +2

Structure (XYZ):
```
91
C35H45N3O4PdS3 | the OMol25 dataset | ωB97M-V/def2-TZVPD
Pd 0.22 0.33 -0.69
O -3.62 -0.33 -2.14
S -2.90 -0.59 -0.95
O -1.90 -1.62 -0.89
N -1.93 0.77 -0.59
C -2.28 2.00 -0.92
C -3.60 2.47 -1.14
C -3.84 3.82 -1.33
C -2.81 4.74 -1.37
C -1.46 4.31 -1.23
C -0.37 5.19 -1.37
C 0.91 4.69 -1.30
C 1.09 3.32 -1.10
N 0.08 2.48 -0.96
C -1.19 2.96 -1.01
C -3.99 -0.74 0.41
C -3.47 -0.94 1.68
C -4.34 -1.08 2.75
C -5.71 -1.02 2.54
C -6.22 -0.83 1.27
C -5.36 -0.67 0.19
H -4.41 1.77 -1.10
H -4.86 4.17 -1.45
H -3.01 5.78 -1.53
H -0.55 6.25 -1.55
H 1.77 5.32 -1.41
H 2.07 2.87 -1.04
H -2.40 -1.00 1.83
H -3.95 -1.24 3.74
H -6.38 -1.14 3.37
H -7.29 -0.80 1.11
H -5.74 -0.53 -0.81
C -0.68 -5.96 -1.51
C -0.18 -4.66 -0.99
C -0.11 -4.45 0.40
C 0.36 -3.27 0.97
C 0.41 -3.10 2.45
C 0.79 -2.28 0.10
C 0.67 -2.40 -1.33
C 0.19 -3.64 -1.84
N 0.95 -1.29 -2.00
C 0.91 -1.12 -3.46
C 1.12 0.38 -3.73
C 2.11 -1.89 -4.03
C -0.40 -1.56 -4.09
H -0.78 -6.69 -0.72
H 0.00 -6.36 -2.26
H -1.66 -5.84 -1.98
H -0.40 -5.26 1.05
H 0.49 -4.06 2.95
H -0.51 -2.62 2.81
H 1.24 -2.47 2.74
H 1.25 -1.39 0.50
H 0.11 -3.77 -2.91
H 1.99 0.75 -3.17
H 0.24 0.96 -3.43
H 1.28 0.56 -4.79
H 3.04 -1.41 -3.73
H 2.06 -1.88 -5.11
H 2.14 -2.92 -3.69
H -1.25 -1.19 -3.53
H -0.50 -2.64 -4.20
H -0.44 -1.13 -5.09
O 2.49 0.84 -0.54
S 3.64 -0.17 -0.56
C 5.14 0.82 -0.73
C 6.13 0.20 0.25
C 5.35 0.03 1.55
C 3.99 -0.58 1.18
H 4.86 1.83 -0.42
H 5.45 0.82 -1.77
H 7.01 0.84 0.36
H 6.48 -0.76 -0.13
H 5.21 0.99 2.03
H 5.88 -0.61 2.25
H 3.15 -0.16 1.73
H 3.97 -1.66 1.27
O 0.65 0.30 1.87
S -0.30 0.91 2.88
C 0.56 0.89 4.49
C 0.84 2.34 4.90
C -0.16 3.22 4.15
C -0.15 2.70 2.72
H 1.46 0.30 4.31
H -0.07 0.36 5.19
H 1.86 2.61 4.61
H 0.77 2.45 5.98
H 0.10 4.28 4.19
H -1.15 3.12 4.59
H 0.81 2.87 2.24
H -0.95 3.07 2.09
```

Results of the Mulliken charge analysis, in e, for atoms 1 through 4: atom 1 (Pd): 0.806, atom 2 (O): -0.663, atom 3 (S): 1.054, atom 4 (O): -0.389


Formula: C35H46BCuN5O2
Source: the OMol25 dataset
Level of theory: ωB97M-V/def2-TZVPD

E_LUMO = 2.292 eV
HOMO-LUMO gap = 6.161 eV
E_tot = -3451.04175 Eh
total charge = -1

Structure (XYZ):
```
90
C35H46BCuN5O2 | the OMol25 dataset | ωB97M-V/def2-TZVPD
Cu -0.79 0.70 0.39
O -3.87 1.05 -2.30
C -2.88 1.08 -1.56
O -2.10 0.15 -1.22
C -2.54 2.46 -0.95
C -3.40 3.54 -1.12
C -3.06 4.75 -0.55
C -1.86 4.86 0.15
C -1.06 3.73 0.26
N -1.40 2.56 -0.27
H -4.30 3.39 -1.69
H -3.71 5.61 -0.64
H -1.54 5.79 0.60
H -0.11 3.76 0.77
C -4.33 0.66 4.79
C -3.50 0.80 3.52
C -3.71 2.17 2.87
C -3.79 -0.32 2.54
C -5.05 -0.44 1.98
C -5.33 -1.44 1.05
C -4.33 -2.33 0.69
C -3.05 -2.24 1.22
C -1.98 -3.21 0.79
C -1.74 -3.16 -0.72
C -2.31 -4.63 1.25
C -2.79 -1.23 2.16
N -1.48 -1.08 2.69
B -0.39 -0.32 2.07
N 0.62 -0.47 3.12
C 0.15 -1.24 4.19
C -1.12 -1.60 3.92
C 1.96 0.01 3.18
C 2.24 1.14 3.96
C 3.57 1.52 4.13
C 4.59 0.83 3.50
C 4.29 -0.24 2.68
C 2.98 -0.67 2.51
C 2.67 -1.83 1.57
C 3.59 -3.03 1.79
C 2.71 -1.34 0.12
C 1.13 1.94 4.60
C 1.09 3.35 4.02
C 1.24 1.97 6.13
H -4.08 1.46 5.50
H -4.14 -0.30 5.28
H -5.40 0.73 4.57
H -2.44 0.73 3.79
H -4.75 2.33 2.59
H -3.10 2.27 1.97
H -3.43 2.97 3.56
H -5.83 0.26 2.25
H -6.31 -1.51 0.60
H -4.54 -3.09 -0.06
H -1.05 -2.91 1.28
H -2.63 -3.49 -1.26
H -0.91 -3.82 -0.99
H -1.52 -2.14 -1.04
H -3.22 -5.00 0.78
H -2.45 -4.68 2.33
H -1.50 -5.32 0.99
H 0.76 -1.47 5.05
H -1.80 -2.19 4.52
H 3.80 2.38 4.75
H 5.62 1.13 3.65
H 5.09 -0.77 2.17
H 1.64 -2.14 1.78
H 4.61 -2.82 1.45
H 3.23 -3.88 1.21
H 3.63 -3.32 2.84
H 3.71 -0.99 -0.13
H 2.00 -0.52 -0.03
H 2.45 -2.15 -0.56
H 0.19 1.46 4.34
H 2.01 3.90 4.25
H 0.25 3.92 4.43
H 0.98 3.31 2.93
H 2.15 2.49 6.45
H 1.27 0.96 6.54
H 0.39 2.50 6.56
C 5.51 2.06 0.02
N 4.53 2.73 0.85
C 4.99 3.83 1.68
C 3.27 2.77 0.42
N 2.17 2.77 0.08
H 6.29 1.64 0.66
H 5.97 2.75 -0.70
H 5.03 1.25 -0.52
H 5.78 3.47 2.34
H 4.17 4.19 2.30
H 5.38 4.66 1.08
```

Results of the Mulliken charge analysis, in e, for atoms 1 through 4: atom 1 (Cu): -1.663, atom 2 (O): -0.801, atom 3 (C): 0.250, atom 4 (O): -0.525


Formula: C35H46LaN5S2
Source: the OMol25 dataset
Level of theory: ωB97M-V/def2-TZVPD

E_LUMO = -0.364 eV
HOMO-LUMO gap = 6.813 eV
E_tot = -2463.18951 Eh
energy above the lowest of the compared OMol25 structures with the same formula, charge and spin = 0.0 kcal per mole

Structure (XYZ):
```
89
C35H46LaN5S2 | the OMol25 dataset | ωB97M-V/def2-TZVPD
La -0.05 0.33 0.03
C 2.26 -3.20 -2.62
C 1.75 -1.92 -2.03
N 0.87 -1.89 -1.08
N 0.43 -3.10 -0.66
C -0.32 -3.21 0.41
N -0.76 -4.46 0.68
S -0.81 -2.02 1.53
C 2.27 -0.65 -2.53
C 3.39 -0.62 -3.37
C 3.87 0.60 -3.80
C 3.23 1.76 -3.39
C 2.12 1.64 -2.57
N 1.65 0.48 -2.14
H 1.63 -4.02 -2.27
H 3.29 -3.40 -2.31
H 2.22 -3.17 -3.71
H -0.46 -5.23 0.11
H -1.31 -4.61 1.50
H 3.87 -1.53 -3.68
H 4.75 0.65 -4.43
H 3.56 2.73 -3.72
H 1.59 2.52 -2.24
C -1.39 1.94 -2.17
C -2.01 0.79 -2.69
C -2.82 0.24 -1.64
C -2.66 1.07 -0.51
C -1.77 2.15 -0.82
C -1.75 3.52 -0.15
C -2.14 3.45 1.33
C -2.77 4.41 -0.88
C -0.36 4.17 -0.26
C -3.73 -0.99 -1.57
C -2.90 -2.29 -1.62
C -4.51 -1.04 -0.25
C -4.80 -0.99 -2.67
C -1.85 0.48 -4.18
C -3.07 1.02 -4.95
C -0.62 1.18 -4.77
C -1.65 -1.01 -4.48
H -0.83 2.65 -2.75
H -3.33 1.07 0.34
H -3.12 3.00 1.45
H -2.18 4.46 1.75
H -1.40 2.88 1.90
H -3.76 3.94 -0.86
H -2.48 4.54 -1.92
H -2.84 5.39 -0.41
H 0.39 3.57 0.27
H -0.38 5.17 0.18
H -0.06 4.27 -1.30
H -2.57 -2.55 -0.62
H -2.01 -2.18 -2.24
H -3.49 -3.11 -2.01
H -3.85 -1.08 0.61
H -5.12 -1.94 -0.23
H -5.18 -0.18 -0.15
H -4.39 -1.21 -3.65
H -5.29 -0.02 -2.71
H -5.55 -1.74 -2.46
H -3.17 2.09 -4.77
H -4.00 0.55 -4.64
H -2.94 0.86 -6.01
H -0.75 2.26 -4.83
H -0.47 0.83 -5.79
H 0.27 0.96 -4.20
H -2.52 -1.61 -4.22
H -0.78 -1.38 -3.94
H -1.47 -1.15 -5.55
C -2.13 0.63 3.26
C -0.73 0.83 3.73
C -0.51 0.91 5.12
C 0.76 0.89 5.60
C 1.84 0.81 4.69
C 3.16 0.64 5.12
C 4.17 0.57 4.19
C 3.90 0.77 2.84
C 2.62 0.99 2.38
S 2.41 1.44 0.72
C 1.53 0.91 3.30
N 0.25 0.89 2.85
H -2.77 1.45 3.57
H -2.52 -0.29 3.70
H -2.15 0.52 2.17
H -1.36 0.95 5.79
H 0.97 0.91 6.66
H 3.36 0.54 6.18
H 5.19 0.38 4.51
H 4.71 0.78 2.13
```

Results of the Mulliken charge analysis, in e, for atoms 1 through 4: atom 1 (La): 1.728, atom 2 (C): -1.900, atom 3 (C): 0.637, atom 4 (N): 1.793


Formula: C35H47Br2CsN8OS
Source: the OMol25 dataset
Level of theory: ωB97M-V/def2-TZVPD

E_LUMO = 0.122 eV
HOMO-LUMO gap = 6.668 eV
E_tot = -7441.58658 Eh
energy above the lowest of the compared OMol25 structures with the same formula, charge and spin = 41.1 kcal per mole

Structure (XYZ):
```
95
C35H47Br2CsN8OS | the OMol25 dataset | ωB97M-V/def2-TZVPD
Cs 0.91 0.89 -1.11
N -1.65 -0.27 1.44
C -1.25 0.13 2.70
C -1.86 -0.21 3.91
C -1.29 0.27 5.08
C -0.15 1.06 5.03
C 0.38 1.34 3.78
N -0.15 0.89 2.65
C -2.69 -0.99 0.88
C -3.74 -1.58 1.58
C -4.70 -2.27 0.86
C -4.60 -2.37 -0.52
C -3.50 -1.76 -1.12
N -2.57 -1.09 -0.45
H -1.03 0.10 0.74
H -2.74 -0.83 3.96
H -1.74 0.02 6.03
H 0.32 1.44 5.93
H 1.26 1.95 3.67
H -3.83 -1.52 2.65
H -5.53 -2.73 1.38
H -5.33 -2.89 -1.11
H -3.35 -1.81 -2.19
C -0.03 5.74 -0.80
C 1.47 5.60 -0.73
C 2.29 6.75 -0.69
C 3.64 6.61 -0.66
C 4.22 5.32 -0.68
C 5.61 5.06 -0.67
Br 6.86 6.50 -0.65
C 6.09 3.79 -0.68
C 5.19 2.71 -0.69
Br 5.90 0.95 -0.69
C 3.80 2.84 -0.69
O 2.99 1.86 -0.69
C 3.32 4.22 -0.70
N 1.97 4.39 -0.74
H -0.35 6.75 -0.55
H -0.49 5.04 -0.10
H -0.39 5.50 -1.80
H 1.84 7.74 -0.67
H 4.29 7.48 -0.63
H 7.15 3.60 -0.68
C 4.31 -5.38 -2.08
C 5.34 -4.26 -2.12
C 5.40 -3.39 -0.87
C 4.09 -2.67 -0.53
N 3.17 -3.55 0.19
C 1.83 -3.48 0.14
S 1.02 -2.46 -0.93
N 1.18 -4.29 1.00
C -0.26 -4.43 1.14
C -0.79 -5.73 0.55
C -0.72 -5.77 -0.97
C -1.26 -7.08 -1.54
H 4.37 -5.99 -2.99
H 3.29 -4.98 -2.02
H 4.47 -6.04 -1.22
H 5.13 -3.61 -2.98
H 6.33 -4.69 -2.29
H 6.16 -2.62 -1.00
H 5.71 -3.99 -0.01
H 3.60 -2.34 -1.44
H 4.29 -1.78 0.07
H 3.59 -4.15 0.88
H 1.74 -4.95 1.52
H -0.71 -3.57 0.64
H -0.51 -4.36 2.20
H -1.84 -5.84 0.87
H -0.24 -6.57 0.97
H 0.32 -5.63 -1.29
H -1.28 -4.92 -1.38
H -0.68 -7.93 -1.18
H -1.23 -7.08 -2.63
H -2.30 -7.23 -1.24
C -3.00 3.25 -1.78
C -4.12 4.32 -1.69
N -4.93 4.10 -0.49
C -4.07 4.20 0.69
C -2.93 3.14 0.61
N -3.07 2.35 -0.62
C -4.38 1.69 -0.61
C -5.51 2.76 -0.54
H -2.01 3.72 -1.77
H -3.09 2.65 -2.68
H -4.79 4.27 -2.56
H -3.71 5.33 -1.64
H -4.69 4.05 1.58
H -3.66 5.21 0.74
H -2.96 2.45 1.46
H -1.95 3.61 0.60
H -4.42 1.02 0.24
H -4.46 1.08 -1.51
H -6.13 2.62 0.34
H -6.16 2.71 -1.42
```

Results of the Mulliken charge analysis, in e, for atoms 1 through 4: atom 1 (Cs): 1.106, atom 2 (N): 1.405, atom 3 (C): 0.675, atom 4 (C): -0.443